Entry 1:
DFT (ωB97M-V with the def2-TZVPD basis set) results for a molecular structure, C25H45Br18I2NO.

XYZ file:
```
92
Properties=species:S:1:pos:R:3:forces:R:3
Br -5.112 -13.139 -8.499 0.039 -0.106 0.020
Br 3.651 -4.368 4.473 0.135 -0.118 0.033
H -4.283 8.170 -6.064 -0.071 0.155 0.015
H -3.414 -12.353 -6.219 -0.074 -0.135 -0.068
C -0.472 9.929 -2.792 -0.011 0.211 0.121
H 4.558 5.646 -0.004 -0.135 0.050 0.103
H -2.529 9.359 -3.042 0.142 0.034 0.033
H 5.634 -6.550 4.411 -0.104 0.097 -0.106
Br 1.699 4.989 0.281 -0.004 -0.077 0.080
C 5.552 -6.212 3.380 0.219 -0.017 -0.272
H -0.263 0.451 0.971 0.013 -0.101 0.057
H 4.885 6.921 1.191 -0.122 -0.043 -0.025
H -1.775 5.062 1.382 -0.542 0.992 1.086
Br -2.759 10.110 -6.441 -0.013 -0.095 0.090
H 1.198 -0.213 0.204 -0.041 -0.077 0.157
Br 1.800 -10.690 -2.476 -0.106 -0.046 -0.067
C 4.271 6.048 0.967 0.165 0.023 0.259
H -0.398 2.787 1.968 -0.835 -1.109 0.192
N -1.280 2.812 2.511 0.290 0.992 -1.600
C -5.560 9.928 -5.865 -0.180 -0.174 0.153
H -1.978 9.278 -1.353 0.122 0.032 -0.094
Br 3.093 -1.511 7.946 -0.084 -0.033 -0.064
H 2.461 6.539 2.082 0.138 -0.056 -0.077
Br -1.279 -12.643 -3.036 0.098 -0.038 -0.010
H 3.155 0.676 4.795 -0.022 -0.120 0.090
H -4.652 9.013 -7.585 -0.027 0.043 0.111
H 2.080 -1.536 5.666 0.082 0.142 0.019
H -3.176 -13.831 -5.261 -0.078 0.000 -0.101
C -1.897 7.626 2.546 -0.667 -2.444 0.569
Br 0.914 9.845 -1.424 0.086 -0.019 -0.055
H -0.020 9.592 -3.724 -0.117 -0.041 0.131
C 2.737 -6.655 -1.095 0.144 -0.148 0.165
H 3.438 -6.348 3.015 0.102 0.030 -0.012
C 4.217 -5.586 3.062 -0.277 -0.073 0.232
I -3.757 6.671 4.875 0.908 -0.732 -1.335
C 0.419 -1.372 1.881 -0.100 -0.221 -0.260
Br 1.992 -2.523 1.862 -0.052 0.157 0.073
H -0.651 8.597 0.959 -0.045 -1.195 0.154
O -2.724 2.092 0.658 1.090 1.605 2.825
H 4.219 -5.017 2.132 0.113 -0.069 0.101
C 0.675 -0.079 1.150 -0.166 0.208 0.107
C 2.992 0.437 5.847 -0.174 0.118 -0.228
H -0.754 -12.879 -0.634 0.075 0.085 -0.050
H 2.322 -4.993 0.257 -0.025 -0.089 -0.131
H 0.821 -11.061 -0.242 -0.066 -0.058 -0.087
H 3.771 -6.875 -0.826 -0.095 0.075 -0.025
H 2.569 -6.937 -2.133 -0.034 0.078 0.119
H -0.724 10.987 -2.877 -0.030 -0.116 0.024
Br -1.716 -13.862 -7.251 -0.073 0.100 0.031
H -5.406 -14.040 -6.219 0.120 0.016 -0.020
H -1.657 7.111 0.415 1.266 0.831 0.994
H 5.752 -7.050 2.709 -0.088 0.085 0.052
H 0.143 -1.231 2.925 0.074 0.082 -0.128
H -4.379 -15.126 -7.181 0.078 0.153 0.054
C -2.482 6.457 3.100 1.442 2.286 -1.724
Br 1.265 1.231 6.283 0.096 0.008 0.033
H 3.163 -4.554 -1.246 -0.030 -0.108 0.038
H 0.673 -13.275 -1.617 -0.048 0.169 -0.003
C -4.450 9.144 -6.521 0.093 0.110 -0.220
C 2.806 6.392 1.060 -0.138 0.118 -0.266
C 2.411 -5.211 -0.807 -0.025 0.150 -0.238
C -0.968 7.557 1.225 -1.760 -0.512 0.970
Br 0.729 -4.683 -1.636 0.051 -0.009 0.152
Br 1.752 1.138 2.227 0.172 -0.020 -0.153
C -2.479 2.792 1.647 -0.330 0.780 0.389
Br 7.012 -4.958 3.073 -0.056 -0.046 0.085
Br -1.374 7.216 -2.624 -0.017 0.053 0.074
C -3.343 -13.439 -6.265 0.250 -0.208 0.110
C -1.112 4.141 3.201 -0.914 1.821 -0.729
C 2.978 -1.056 6.054 0.262 -0.073 0.096
H -0.360 -1.948 1.379 0.077 0.112 0.002
Br -5.440 9.833 -3.922 0.020 0.085 -0.062
C -1.683 9.127 -2.391 -0.190 -0.165 -0.273
H -0.126 6.816 1.406 -0.906 1.225 -0.310
C -0.128 -12.553 -1.466 -0.282 -0.040 0.054
Br 1.662 -7.855 0.003 -0.020 0.110 0.050
C -2.187 5.057 2.438 -0.580 -1.477 1.160
C -4.550 -14.090 -6.894 -0.251 0.181 -0.003
H 3.856 -1.514 5.597 -0.078 0.103 -0.004
H -0.402 -10.391 -1.344 0.046 -0.146 -0.020
H -3.757 3.567 3.318 0.661 0.856 -1.245
C -3.359 3.972 2.321 -0.118 -0.015 -0.591
I -2.235 9.611 3.427 0.410 -1.365 -0.849
H -6.531 9.496 -6.110 0.135 0.000 -0.011
C 0.372 -11.149 -1.233 0.317 0.057 0.073
H 2.584 7.287 0.474 0.055 -0.088 0.028
H -1.309 4.197 4.315 0.318 -0.577 -1.284
H 3.738 0.950 6.451 -0.086 -0.156 -0.002
H -0.123 4.621 2.926 -0.785 -1.016 0.745
H -5.559 10.984 -6.133 0.093 -0.142 -0.003
H -4.222 4.371 1.700 1.098 -0.891 0.608
Br 4.770 4.719 2.303 -0.025 -0.012 -0.112
```
Positions in Å, forces in eV/Å.

Output
LUMO = -0.16 eV
gap between HOMO and LUMO = 8.5909 eV
F_max = 3.427 eV/Å
total energy = -1307157.8536 eV

Mulliken atomic charge list, values in e, 5 entries: number 1, Br, carries -0.135; number 2, Br, carries -0.097; number 3, H, carries 0.371; number 4, H, carries 0.383; number 5, C, carries -0.584


Entry 2:
DFT (ωB97M-V with the def2-TZVPD basis set) results for a molecular structure, C25H45BrClPY.

XYZ file:
```
74
Properties=species:S:1:pos:R:3:forces:R:3
C -3.670 0.918 -0.364 -0.077 0.034 0.019
C -1.831 -0.088 -2.981 0.245 0.491 0.142
H -3.971 -0.098 -5.686 0.089 -0.098 -0.024
H 1.503 3.227 -4.569 -0.089 0.045 0.037
H 0.210 1.112 3.493 0.054 0.159 0.440
H -1.495 -2.669 -4.022 -0.112 0.071 0.121
H -2.719 1.479 -4.233 -0.069 -0.312 0.109
H 2.521 -0.233 3.890 0.003 0.006 0.033
C 1.231 4.468 -1.975 0.093 -0.204 -0.031
C -2.946 0.467 -3.869 -0.042 -0.140 -0.229
H -3.218 0.116 0.236 -0.037 0.189 -0.141
C -4.293 3.761 -0.902 0.114 -0.031 0.049
C -0.006 2.292 -2.382 -0.536 -0.378 -0.032
H 4.006 0.477 3.242 -0.073 0.009 0.008
C 2.948 0.287 3.024 -0.104 -0.076 -0.269
H 1.987 -2.635 0.038 -0.324 -0.337 0.092
C 0.692 1.372 2.539 0.232 -0.045 0.174
H -3.782 4.310 -0.099 -0.053 -0.037 -0.062
H -2.133 2.382 0.010 -0.180 -0.131 -0.099
H 0.222 2.305 2.199 0.102 0.030 0.163
C -2.472 -2.452 -3.568 0.184 0.129 -0.033
H -0.537 1.916 -4.458 0.050 0.165 0.201
C -3.429 -1.922 -4.646 -0.111 0.008 0.118
H -0.567 0.181 1.137 0.084 -0.226 0.715
C -2.252 -1.458 -2.418 0.042 -0.106 -0.137
H 0.967 1.767 -2.515 -0.347 0.256 -0.030
H -2.240 -0.447 -5.685 -0.081 0.020 0.089
H 0.165 -2.367 0.010 0.109 -0.389 -0.093
H 0.946 -1.647 1.988 0.406 -0.389 0.161
H -4.776 4.508 -1.545 0.011 -0.041 0.144
C 2.818 -0.626 1.799 -0.718 0.247 -0.642
Y 1.419 -0.029 -0.629 0.067 5.329 -3.585
C 0.216 3.464 -1.408 0.097 0.123 0.064
H -2.483 3.719 -2.077 -0.258 -0.227 0.147
H 2.323 2.258 3.667 0.028 0.004 0.016
Br 1.405 -1.451 -2.959 0.016 0.022 -1.815
H -1.430 3.248 -3.712 0.254 -0.098 -0.034
H -4.160 0.434 -1.223 0.121 0.143 0.198
C 1.295 -0.778 1.403 2.133 -7.374 3.176
C 1.161 -1.945 -0.161 0.067 -2.383 3.751
H 1.713 5.518 -3.800 -0.108 -0.011 0.030
H 2.641 2.111 1.930 -0.116 -0.115 0.189
C -4.737 1.648 0.466 0.210 0.050 -0.051
P -1.145 0.987 -1.612 -0.009 -0.240 -0.273
C 0.883 4.928 -3.395 -0.150 0.004 0.058
H -2.857 -3.395 -3.162 0.056 0.054 -0.112
H 0.014 5.599 -3.351 -0.004 -0.048 -0.009
H -0.737 3.978 -1.216 0.182 -0.080 -0.059
H -3.885 0.529 -3.297 0.154 -0.014 -0.131
H -5.523 0.937 0.747 0.061 0.113 0.032
Cl 3.373 1.607 -0.676 0.844 0.729 -0.461
H 2.221 3.993 -1.966 -0.149 0.035 -0.009
H 0.191 4.157 -5.297 0.111 -0.023 0.049
H -4.459 -1.991 -4.271 0.038 0.059 -0.002
C -2.595 1.896 -0.871 0.445 0.197 0.031
C 0.449 0.282 1.548 -2.269 4.416 -1.934
H -3.373 -2.570 -5.528 -0.081 0.041 0.083
H -4.275 2.005 1.396 -0.034 -0.037 -0.074
C -0.441 2.768 -3.771 0.142 0.334 -0.146
H -0.930 -0.258 -3.598 -0.235 -0.010 0.124
H -5.981 3.416 0.401 -0.008 -0.068 -0.088
H 1.287 5.337 -1.307 0.040 -0.112 -0.088
C 0.573 3.767 -4.346 0.100 -0.114 0.007
H -3.180 -1.350 -1.837 0.151 -0.044 -0.097
H 3.401 -0.202 0.951 -0.057 -0.150 0.650
H -3.706 2.568 -2.610 0.081 0.121 0.237
H 0.583 3.109 -0.431 -0.114 -0.064 -0.281
C -5.350 2.837 -0.283 0.027 -0.044 -0.123
H 3.219 -1.630 1.989 -0.121 0.201 -0.049
H -6.009 2.462 -1.077 0.079 0.007 0.029
C 2.198 1.602 2.799 -0.256 0.173 -0.207
H -1.482 -1.855 -1.742 -0.135 0.154 -0.185
C -3.147 -0.473 -5.066 0.041 0.008 -0.012
C -3.235 3.005 -1.718 -0.302 0.019 -0.039
```
Positions in Å, forces in eV/Å.

Output
LUMO = 2.57 eV
gap between HOMO and LUMO = 4.9608 eV
F_max = 8.307 eV/Å
total charge = -1
total energy = -119554.2527 eV

Mulliken atomic charge list, values in e, 5 entries: number 1, C, carries -0.917; number 2, C, carries -0.395; number 3, H, carries 0.401; number 4, H, carries 0.408; number 5, H, carries 0.401


Entry 3:
DFT (ωB97M-V with the def2-TZVPD basis set) results for a molecular structure, C25H45CeN2P3SSe.

XYZ file:
```
78
Properties=species:S:1:pos:R:3:forces:R:3
P 4.161 -2.035 -2.327 0.691 0.410 -0.091
H 2.936 1.439 -0.646 -0.108 0.153 0.178
H -3.866 5.033 2.202 0.228 0.129 0.326
C -0.485 -4.065 -1.246 0.544 -0.653 0.165
H 0.892 1.983 -2.732 -0.109 0.219 0.124
H -2.570 6.093 4.128 -0.086 -0.382 -0.069
H 1.024 0.639 2.674 0.084 -0.254 0.133
H -1.376 4.670 5.748 -0.133 -0.173 -0.194
H -3.325 -0.176 -4.597 0.133 -0.380 -0.149
H -2.183 0.158 3.603 -0.651 0.742 -0.398
H 2.591 -2.588 1.486 -0.257 -0.117 0.122
H 1.025 3.555 -1.873 -0.221 -0.259 -0.050
H 6.237 -1.556 -3.452 -0.228 -0.321 0.147
C -0.784 -2.157 3.008 -0.505 -0.136 0.034
C -2.550 -0.717 -4.055 -1.430 -0.920 0.039
H 1.458 -3.596 2.455 0.301 0.073 -0.223
C 2.303 1.971 0.074 0.197 -0.295 0.132
C -1.943 2.793 4.818 0.044 0.676 0.512
H -1.210 3.254 0.462 0.196 -0.007 0.055
H 3.955 -0.260 -3.931 -0.205 0.007 0.288
C 3.586 -0.428 -2.908 -0.175 0.139 -0.198
H -3.825 -2.406 -3.472 0.436 0.278 -0.365
C -3.343 4.451 2.960 -0.099 -0.062 0.207
H 3.813 -1.238 -0.064 0.238 -0.213 -0.238
N -3.673 2.255 1.769 0.121 -0.771 -0.076
H -1.060 0.787 -4.618 -0.137 -0.555 0.265
H -4.738 1.924 0.030 -0.083 0.303 0.004
C 1.420 -0.384 2.742 0.083 0.271 0.093
H -1.891 -4.462 -2.781 -0.095 0.227 0.267
C -3.363 3.057 2.873 0.734 0.128 -0.465
C -1.253 -0.142 -4.063 1.941 0.093 0.969
C 0.461 2.613 -1.943 -0.030 -0.107 -0.121
C 1.560 -2.952 1.573 0.151 -0.384 -0.086
H -0.208 2.663 1.801 0.004 0.145 -0.097
C 5.665 -2.473 -3.234 -0.121 -0.285 -0.044
C -2.680 2.251 3.773 0.430 0.237 -0.459
P 0.412 -1.549 1.765 0.881 -0.277 1.276
H 2.513 1.585 1.079 0.046 0.170 -0.235
H -1.818 -2.095 2.636 0.327 -0.142 0.208
C -1.881 -2.353 -2.373 -0.561 -1.283 -1.878
N -2.629 0.987 3.184 0.227 -1.309 -0.215
H 1.401 -0.711 3.790 0.220 0.158 -0.230
H -0.584 2.827 -2.203 0.249 -0.026 -0.023
C -0.183 -0.841 -3.475 -0.868 0.650 -1.184
H 3.954 0.374 -2.251 0.017 -0.332 -0.288
S 0.791 -3.262 -2.315 -1.795 0.626 0.573
C -1.837 -3.805 -1.897 -0.272 -0.630 -0.952
Ce -0.964 -0.755 -0.536 0.698 0.460 -1.621
C -4.289 2.769 0.556 -0.262 -0.103 -0.161
C 4.576 -1.847 -0.575 -0.242 -0.317 0.288
H -0.543 -3.203 3.234 -0.214 0.251 0.121
H -1.398 2.130 5.494 -0.102 0.418 -0.084
C -0.448 -1.988 -2.702 -0.682 0.577 1.487
H -0.693 -1.559 3.926 -0.012 -0.259 -0.166
H -5.048 3.503 0.835 0.009 -0.207 -0.117
H 3.080 -2.942 -2.532 0.928 0.296 0.208
C -3.222 0.984 1.953 -0.084 1.590 1.005
H -2.446 -1.847 -1.482 0.189 0.045 0.143
C -0.182 3.021 0.765 -0.190 -0.112 0.185
H 6.280 -3.160 -2.634 -0.193 0.191 -0.203
H -0.237 -5.133 -1.258 -0.178 0.224 0.237
H 4.621 -2.838 -0.099 0.071 0.294 -0.103
C -2.846 -1.913 -3.455 0.579 0.775 0.576
H -2.691 -4.050 -1.261 0.199 -0.086 0.125
H -0.387 -3.723 -0.197 -0.215 -0.035 -0.415
Se -3.525 -0.456 0.772 -0.110 0.050 0.200
H 0.846 -0.610 -3.762 -0.429 0.146 0.140
H 2.453 -0.386 2.370 -0.252 0.062 0.172
H 5.393 -2.970 -4.176 0.127 0.186 0.224
H -3.555 3.256 -0.098 -0.043 -0.099 0.212
C -2.624 5.008 4.017 -0.249 -0.030 -0.209
H 2.538 3.045 0.041 -0.045 -0.366 -0.010
H 5.559 -1.357 -0.463 -0.375 -0.170 -0.217
H 1.336 -3.539 0.675 0.126 0.093 0.302
H 0.431 3.933 0.715 -0.238 -0.239 0.007
H 2.487 -0.418 -2.908 0.404 0.091 0.046
C -1.933 4.199 4.940 -0.153 -1.088 -0.132
P 0.534 1.736 -0.332 0.582 1.805 -0.031
```
Positions in Å, forces in eV/Å.

Output
LUMO (spin up / spin down) = -8.50 / -8.46 eV
gap between HOMO and LUMO (spin up / spin down) = 6.1177 / 6.1546 eV
F_max = 2.342 eV/Å
total charge = +3
total energy = -146587.6687 eV
spin multiplicity = 2

Mulliken atomic charge list, values in e, 5 entries: number 1, P, carries 0.980; number 2, H, carries 0.010; number 3, H, carries 0.417; number 4, C, carries -0.304; number 5, H, carries 0.303